Entry 1:
This record from OMol25 describes C26H24I2N2O3PTi as an isolated structure. The level of theory is ωB97M-V with the def2-TZVPD basis set.

```
59
Properties=species:S:1:pos:R:3:forces:R:3
Ti 1.91880 -1.46747 0.19412 -0.1 -0.1 0.0
N 2.14504 -0.99078 2.42450 0.0 0.0 0.0
C 3.49506 -0.41000 2.57427 0.0 0.0 0.0
C 3.87814 0.31090 1.29590 0.0 0.0 0.0
O 4.67244 1.19390 1.22328 0.0 0.0 0.0
O 3.22013 -0.18293 0.21583 0.0 0.1 0.0
H 1.44735 -0.32907 2.75798 0.0 0.0 0.0
H 2.06449 -1.82995 2.98973 0.0 0.0 0.0
H 4.21308 -1.22103 2.70811 0.0 0.0 0.0
H 3.57558 0.27195 3.41784 0.0 0.0 0.0
I -0.31118 -3.03238 1.10808 0.0 0.0 0.0
C -2.22823 -2.40891 0.49683 0.0 0.0 0.0
C -3.08952 -3.47213 0.48970 0.0 0.0 0.0
C -4.45375 -3.30096 0.20106 0.0 0.0 0.0
C -4.91635 -2.04828 -0.04694 0.0 0.0 0.0
C -4.04467 -0.93252 -0.04961 0.0 0.0 0.0
C -4.60678 0.34190 -0.28883 0.0 0.0 0.0
C -3.83097 1.45845 -0.30403 0.0 0.0 0.0
C -2.44857 1.31853 -0.12743 0.0 0.0 0.0
C -1.83876 0.10360 0.10079 0.0 0.0 0.0
P -0.01373 0.31074 0.14720 0.0 0.0 0.0
C 0.25661 1.36238 1.60442 0.0 0.0 0.0
C 1.42489 2.12242 1.71358 0.0 0.0 0.0
C 1.71385 2.79488 2.89107 0.0 0.0 0.0
C 0.85039 2.70370 3.97573 0.0 0.0 0.0
C -0.30699 1.94480 3.87737 0.0 0.0 0.0
C -0.60700 1.27714 2.69684 0.0 0.0 0.0
C 0.30232 1.30504 -1.34011 0.0 0.0 0.0
C 0.21350 0.63396 -2.55932 0.0 0.0 0.0
C 0.39912 1.32051 -3.74690 0.0 0.0 0.0
C 0.67492 2.68049 -3.72682 0.0 0.0 0.0
C 0.74688 3.35591 -2.51765 0.0 0.0 0.0
C 0.55586 2.67461 -1.32464 0.0 0.0 0.0
C -2.64135 -1.08068 0.19083 0.0 0.0 0.0
H -2.72685 -4.46510 0.72108 0.0 0.0 0.0
H -5.11317 -4.15727 0.19823 0.0 0.0 0.0
H -5.96569 -1.87502 -0.24778 0.0 0.0 0.0
H -5.67461 0.40550 -0.45570 0.0 0.0 0.0
H -4.25637 2.43716 -0.47622 0.0 0.0 0.0
H -1.84044 2.21170 -0.19669 0.0 0.0 0.0
H 2.11431 2.19191 0.88213 0.0 0.0 0.0
H 2.61882 3.38450 2.95812 0.0 0.0 0.0
H 1.07825 3.22704 4.89468 0.0 0.0 0.0
H -0.98416 1.87474 4.71815 0.0 0.0 0.0
H -1.51723 0.69434 2.62855 0.0 0.0 0.0
H -0.01326 -0.42518 -2.58997 0.0 0.0 0.0
H 0.33512 0.78880 -4.68648 0.0 0.0 0.0
H 0.82814 3.21555 -4.65446 0.0 0.0 0.0
H 0.94879 4.41850 -2.49899 0.0 0.0 0.0
H 0.59380 3.22272 -0.39344 0.0 0.0 0.0
N 2.62036 -1.73380 -3.58306 0.0 0.0 0.0
C 1.70363 -2.36286 -2.76563 -0.1 0.0 0.0
O 1.74147 -1.86676 -1.49819 0.1 0.1 0.0
C 0.80080 -3.28647 -3.09095 0.0 0.0 0.0
I 3.14525 -3.71939 0.87883 0.0 -0.1 0.0
H 3.45495 -1.41371 -3.11562 0.0 0.0 0.0
H 2.80888 -2.20669 -4.45268 0.0 0.0 0.0
H 0.76856 -3.70137 -4.08675 0.0 0.0 0.0
H 0.10004 -3.63759 -2.34991 0.0 0.0 0.0
```
Positions in Å, forces in eV/Å.

The net charge is +1. The calculation puts the energy above the lowest of the compared OMol25 structures with the same formula, charge and spin at 0.7891 eV. The value obtained for the max |F| is 0.1 eV/Å. For the frontier orbital gap, the calculation gives 7.3 eV.

Entry 2:
This record from OMol25 describes C26H24N7O7PRe as an isolated structure. The level of theory is ωB97M-V with the def2-TZVPD basis set.

```
66
Properties=species:S:1:pos:R:3:forces:R:3
Re 0.93524 0.51550 -1.05974 0.1 0.3 -0.4
N 1.84344 2.11111 0.19834 0.2 -0.3 0.0
N 1.69267 3.35994 -0.44975 0.0 0.3 0.4
C 1.67927 3.36908 -1.81073 0.0 0.3 -0.2
N 1.89674 4.51029 -2.43202 0.1 0.1 0.2
N 1.41453 2.19208 -2.35702 -0.2 -0.2 -0.2
N 1.56358 2.05373 -3.76936 0.1 -0.2 0.2
O 1.47500 3.05384 -4.44409 -0.1 -0.1 -0.4
O 1.75756 0.93436 -4.13528 0.0 0.1 0.0
H 1.36429 2.14989 1.09603 0.0 0.0 0.1
H 2.83274 1.93522 0.39395 0.0 -0.1 0.0
H 2.07316 4.16322 0.03055 0.0 0.0 0.0
H 2.19183 5.33630 -1.93750 0.0 0.0 0.1
H 1.77955 4.54044 -3.43746 0.0 0.0 0.1
C -1.73622 2.66947 0.86924 0.0 -0.1 0.0
C -1.97159 1.87959 -0.36377 -0.1 -0.1 -0.1
N -1.09142 1.16451 -1.06143 0.1 -0.1 -0.1
C -1.76958 0.63626 -2.14676 0.1 -0.2 0.0
C -3.06611 1.02406 -2.09815 0.0 0.1 0.1
N -3.16276 1.80453 -0.97655 0.0 0.0 -0.1
C -4.29847 0.76857 -2.90827 0.0 0.1 -0.1
O -4.16307 0.02791 -3.98612 0.0 0.1 0.1
O -5.32524 1.26185 -2.52993 0.0 -0.1 0.0
C -1.06809 -0.35973 -2.98249 0.2 0.0 0.1
O -1.58007 -0.89021 -3.93909 0.0 0.1 -0.1
O 0.13189 -0.64778 -2.51308 -0.2 -0.1 0.1
H -0.78479 2.39136 1.31294 0.0 0.0 0.0
H -2.51740 2.46954 1.60301 0.0 0.0 0.0
H -1.73316 3.73984 0.65916 0.0 0.0 0.0
H -4.03719 2.23755 -0.70004 0.0 0.0 0.0
H -3.23491 -0.27800 -4.12869 -0.1 -0.1 0.0
O 3.04851 -0.15937 -1.45899 -0.4 0.0 -0.3
C 2.22593 -0.97996 -1.08853 0.2 -0.2 0.6
C 2.14496 -2.37556 -0.72290 0.0 0.1 0.0
C 2.91655 -3.42175 -1.21403 0.0 0.0 0.0
C 2.65721 -4.69382 -0.72716 0.0 0.0 0.0
C 1.67100 -4.90130 0.23473 0.0 0.0 0.0
C 0.91546 -3.84504 0.73736 0.0 0.0 0.0
C 1.14831 -2.57639 0.24004 0.1 0.0 0.0
P 0.38215 -1.02139 0.76007 -0.1 0.1 0.0
C -1.33608 -1.36634 1.16249 0.0 0.0 0.0
C -1.85762 -1.28548 2.45229 0.0 0.0 0.0
C -3.20016 -1.56832 2.66912 0.0 0.0 0.0
C -4.01698 -1.93512 1.60977 0.0 0.0 0.0
C -3.49350 -2.04398 0.32564 0.0 0.0 0.0
C -2.15748 -1.76142 0.10132 0.0 0.0 0.0
C 1.26451 -0.46263 2.24283 -0.1 0.0 0.0
C 0.74786 0.59509 3.00101 0.0 0.0 0.0
C 1.46547 1.10768 4.07094 0.0 0.0 0.0
C 2.70827 0.57349 4.39255 0.0 0.0 0.0
C 3.22308 -0.47723 3.64888 0.0 0.0 0.0
C 2.50702 -0.99661 2.57677 0.0 0.0 0.0
H 3.66961 -3.25047 -1.97140 0.0 0.0 0.0
H 3.22195 -5.53573 -1.10331 0.0 0.0 0.0
H 1.48667 -5.90441 0.59585 0.0 0.0 0.0
H 0.15548 -4.01898 1.48868 0.0 0.0 0.0
H -1.22584 -1.02690 3.29109 0.0 0.0 0.0
H -3.60324 -1.51508 3.67159 0.0 0.0 0.0
H -5.06134 -2.15633 1.78558 0.0 0.0 0.0
H -4.12398 -2.36348 -0.49410 0.0 0.0 0.0
H -1.74439 -1.88229 -0.89395 0.0 0.0 0.0
H -0.24324 0.98382 2.79383 0.0 0.0 0.0
H 1.04648 1.90636 4.66933 0.0 0.0 0.0
H 3.26419 0.96584 5.23343 0.0 0.0 0.0
H 4.18158 -0.90638 3.90807 0.0 0.0 0.0
H 2.92019 -1.82484 2.01525 0.0 0.0 0.0
```
Positions in Å, forces in eV/Å.

The net charge is +2. Its spin multiplicity is 2. The calculation puts the energy above the lowest of the compared OMol25 structures with the same formula, charge and spin at 0.3912 eV. The value obtained for the max |F| is 0.6 eV/Å. For the frontier orbital gap (spin up / spin down), the calculation gives 8.6 / 7.3 eV.

Entry 3:
This record from OMol25 describes C26H24NOPPdS as an isolated structure. The level of theory is ωB97M-V with the def2-TZVPD basis set.

```
55
Properties=species:S:1:pos:R:3:forces:R:3
Pd -0.82801 1.24358 -0.13171 -0.2 0.4 0.6
C 1.17324 -0.91862 2.52973 0.0 0.0 0.0
C 2.33074 -0.82522 1.57865 0.0 0.0 0.0
C 3.62945 -0.95359 2.05681 0.0 0.0 0.0
C 4.72792 -0.87674 1.21349 0.0 0.0 0.0
C 4.55338 -0.67132 -0.14561 0.0 0.0 0.0
C 3.27208 -0.53595 -0.64980 0.0 0.0 0.0
C 2.16374 -0.60598 0.20023 0.1 0.0 -0.2
P 0.52263 -0.49170 -0.52167 0.1 -0.1 -0.1
C 0.59698 0.11837 -2.23202 0.3 0.0 0.0
C 1.08232 1.44207 -2.29190 0.0 -0.1 0.0
C 1.00143 2.18277 -3.45867 0.0 0.0 0.0
C 0.43401 1.60242 -4.58019 0.0 -0.1 0.0
C -0.01779 0.28950 -4.53391 0.0 0.1 0.0
C 0.05049 -0.48374 -3.37896 0.1 0.0 0.0
C -0.42475 -1.91080 -3.43936 0.0 0.0 0.0
C -0.38654 -2.00361 -0.32561 -0.1 0.0 -0.1
C 0.11166 -3.30323 -0.31763 0.0 0.0 0.0
C -0.78727 -4.35075 -0.25398 0.0 0.0 0.0
C -2.15631 -4.08938 -0.21255 0.0 0.0 0.0
C -2.63975 -2.79133 -0.21413 0.0 0.1 0.0
C -1.74306 -1.72507 -0.25348 -0.1 0.0 -0.1
C -2.20198 -0.29358 -0.23598 -0.1 0.0 0.1
H 1.53266 -1.02526 3.55174 0.0 0.0 0.0
H 0.54695 -1.78520 2.30916 0.0 0.0 0.0
H 0.53962 -0.03186 2.48336 0.0 0.0 0.0
H 3.78016 -1.11625 3.11648 0.0 0.0 0.0
H 5.72483 -0.98016 1.62133 0.0 0.0 0.0
H 5.40572 -0.62016 -0.80895 0.0 0.0 0.0
H 3.13019 -0.38414 -1.71136 0.0 0.0 0.0
H 1.56800 1.87939 -1.42441 0.0 0.0 0.0
H 1.38395 3.19352 -3.48798 0.0 0.0 0.0
H 0.35611 2.16323 -5.50195 0.0 0.0 0.0
H -0.42864 -0.16005 -5.42921 0.0 0.0 0.0
H -0.55461 -2.20878 -4.47793 0.0 0.0 0.0
H -1.38180 -2.04725 -2.93338 0.0 0.0 0.0
H 0.28749 -2.59453 -2.98140 0.0 0.0 0.0
H 1.17924 -3.48389 -0.35864 0.0 0.0 0.0
H -0.43237 -5.37212 -0.23766 0.0 0.0 0.0
H -2.85416 -4.91504 -0.16546 0.0 0.0 0.0
H -3.70607 -2.60799 -0.16722 0.0 0.0 0.0
H -2.76560 -0.06996 0.66918 0.0 0.0 0.0
H -2.78830 -0.01714 -1.11511 0.0 -0.1 0.0
O -0.93603 1.40608 2.00308 0.0 0.0 0.0
N -1.52758 2.48404 2.52361 0.0 0.0 0.0
C -1.68765 2.48171 3.86909 0.0 0.1 0.0
C -2.26057 3.54758 4.49964 0.0 0.0 0.0
C -2.68192 4.63899 3.73172 0.0 0.0 0.1
C -2.52278 4.61323 2.37118 0.0 -0.1 0.0
C -1.93607 3.50576 1.73930 0.0 -0.1 0.0
S -1.75139 3.41150 0.02604 0.0 0.0 -0.2
H -1.32513 1.59191 4.35879 0.0 0.0 0.0
H -2.37703 3.52570 5.57252 0.0 0.0 0.0
H -3.13661 5.49681 4.20746 0.0 0.0 0.0
H -2.84519 5.43224 1.74524 0.0 0.0 0.0
```
Positions in Å, forces in eV/Å.

The net charge is +1. Its spin multiplicity is 2. The calculation puts the energy above the lowest of the compared OMol25 structures with the same formula, charge and spin at 0.0000 eV. The value obtained for the max |F| is 0.7 eV/Å. For the frontier orbital gap (spin up / spin down), the calculation gives 7.1 / 6.9 eV.

Entry 4:
This record from OMol25 describes C26H25BN5S2SbTc as an isolated structure. The level of theory is ωB97M-V with the def2-TZVPD basis set.

```
61
Properties=species:S:1:pos:R:3:forces:R:3
Tc -0.03504 -0.05752 -0.73865 -0.3 0.2 -0.5
C -2.73001 -2.01478 -1.50099 0.0 0.0 0.0
C -1.64132 -2.79687 -0.83910 0.0 -0.1 0.0
C -1.85192 -4.14655 -0.56602 0.1 0.0 0.0
C -0.87034 -4.89078 0.04768 0.0 0.0 0.0
C 0.32258 -4.25804 0.37771 0.0 0.0 0.0
C 0.49240 -2.91624 0.09909 0.1 0.1 0.0
N -0.48555 -2.18632 -0.50646 0.0 0.0 0.0
Sb 2.46507 -2.16859 0.62875 -0.1 0.0 -0.1
C 2.80255 -1.34539 -1.30286 0.0 -0.1 0.1
C 4.04831 -1.51057 -1.86449 0.0 0.0 0.0
C 4.28879 -1.01404 -3.13899 0.0 0.0 0.0
C 3.23094 -0.45361 -3.81249 0.0 0.0 0.0
C 1.97629 -0.34175 -3.21180 0.1 0.0 0.0
C 0.86783 0.20525 -4.05101 0.0 0.0 0.0
N 1.76897 -0.73371 -1.93207 0.0 0.1 0.0
C 1.70618 -0.28378 1.35181 0.1 -0.2 0.0
C 2.52324 0.70061 1.93240 0.0 0.1 0.0
C 1.94841 1.93750 2.31222 0.0 0.0 0.1
C 0.60486 1.98582 2.49309 -0.1 -0.1 0.0
C -0.15647 0.69344 2.37435 0.0 0.2 0.0
C -2.30249 -0.63282 2.51502 0.0 0.0 0.0
N 0.38064 -0.15760 1.30381 0.0 -0.2 0.3
H -3.45453 -2.68460 -1.95663 0.0 0.0 0.0
H -2.33621 -1.35939 -2.27436 0.0 0.0 0.0
H -3.26248 -1.40095 -0.76861 0.0 0.0 0.0
H -2.79288 -4.59349 -0.85400 0.0 0.0 0.0
H -1.01918 -5.94094 0.26187 0.0 0.0 0.0
H 1.11977 -4.81561 0.85228 0.0 0.0 0.0
H 4.82706 -2.01832 -1.31111 0.0 0.0 0.0
H 5.26717 -1.09006 -3.59413 0.0 0.0 0.0
H 3.34688 -0.09706 -4.82586 0.0 0.0 0.0
H 0.67105 1.25100 -3.81071 0.0 0.0 0.0
H -0.03979 -0.37945 -3.92017 0.0 0.0 0.0
H 1.14928 0.15775 -5.10010 0.0 0.0 0.0
H 3.59659 0.56435 1.95919 0.0 0.0 0.0
H 2.57339 2.81004 2.44913 0.0 0.0 0.0
H 0.09822 2.88684 2.81808 0.0 0.0 0.0
H -3.39109 -0.59440 2.48845 0.0 0.0 0.0
H -1.99375 -1.06813 3.46467 0.0 0.0 0.0
H -1.93856 -1.25924 1.69984 0.0 0.0 0.0
S -1.75847 1.11644 -2.59652 0.1 -0.1 0.1
C -2.35063 1.54052 -1.12027 0.0 0.0 -0.3
N -1.73983 0.93560 -0.04698 0.1 -0.1 0.2
C -2.19260 1.34954 1.10899 0.1 0.0 0.0
C -1.69498 0.79979 2.38239 0.1 0.0 0.0
C -2.19312 1.58393 3.55405 0.0 0.0 0.0
C -3.13245 2.53619 3.44433 0.0 0.0 0.2
C -3.66745 2.91993 2.16467 0.0 0.0 -0.1
C -3.20711 2.32992 1.02782 -0.1 0.1 0.0
S -3.57870 2.65893 -0.65685 0.0 0.0 0.0
H 0.07795 0.13595 3.29790 0.0 0.0 0.0
H -1.81301 1.29863 4.52900 0.0 0.0 0.0
H -3.50967 3.04139 4.32289 0.0 0.0 0.0
H -4.42309 3.69581 2.12311 0.0 0.0 0.0
B 2.58440 3.75280 -0.43478 0.0 0.1 0.0
C 1.53892 2.64916 -0.71731 0.1 -0.1 -0.1
N 0.81053 1.75413 -0.87425 0.0 0.1 0.1
H 3.51898 3.13262 0.03260 0.0 0.0 0.0
H 2.09474 4.49561 0.38346 0.0 0.0 0.0
H 2.86074 4.29109 -1.47308 0.0 0.0 0.0
```
Positions in Å, forces in eV/Å.

The net charge is +2. Its spin multiplicity is 4. The calculation puts the energy above the lowest of the compared OMol25 structures with the same formula, charge and spin at 1.6764 eV. The value obtained for the max |F| is 0.6 eV/Å. For the frontier orbital gap (spin up / spin down), the calculation gives 6.4 / 6.2 eV.